Entry from the Open Molecules 2025 dataset: an isolated molecule of C7H11N in a non-equilibrium geometry (ωB97M-V/def2-TZVPD).

Last column: natural (NBO) charge in e.
Atoms and positions in Å:
C  -1.531  1.128  -0.113  -0.387
C  -1.929  -0.279  0.468  -0.415
C  -0.764  -1.230  -0.020  -0.083
C  0.830  -1.164  -0.018  -0.073
C  1.934  -0.247  0.500  -0.423
C  1.452  1.184  -0.123  -0.379
C  -0.032  0.832  -0.012  -0.097
N  0.040  -0.373  -0.903  -0.414
H  -1.816  1.955  0.535  0.211
H  -1.943  1.316  -1.133  0.216
H  -2.901  -0.626  0.137  0.221
H  -1.976  -0.250  1.552  0.206
H  -1.082  -2.162  -0.489  0.196
H  1.168  -2.214  -0.375  0.201
H  1.951  -0.205  1.591  0.208
H  2.945  -0.475  0.145  0.226
H  1.753  2.090  0.414  0.211
H  1.862  1.229  -1.194  0.212
H  -0.001  0.601  1.040  0.161

For the LUMO energy, the calculation gives 1.2 eV. For the HOMO energy, the calculation gives -8.55 eV. For the orbital gap, the calculation gives 0.3585 hartree. The calculation puts the energy above the lowest of the compared OMol25 structures with the same formula, charge and spin at 100.5 kcal/mol.